No. 1
ORCA calculation (wB97M-V/def2-TZVPD) on a gas-phase ion, C6H13N (charge -1).

ORCA input file:
```
! RIJCOSX wB97M-V def2-TZVPD def2/J DEFGRID3
* xyz -1 2
C -1.871 0.526 -0.406
C -1.362 -0.552 0.535
C -0.124 -0.150 1.364
C 2.710 -0.766 -1.224
C 1.679 -0.941 -0.174
C 1.109 0.028 0.548
N -2.113 1.803 0.311
H -2.760 0.111 -0.883
H -1.111 0.762 -1.154
H -1.218 -1.537 0.095
H -2.135 -0.650 1.269
H 0.040 -0.999 2.046
H -0.365 0.737 1.942
H 3.497 -0.078 -0.904
H 2.246 -0.254 -2.081
H 3.132 -1.684 -1.628
H 1.318 -1.967 -0.069
H 1.743 0.914 0.565
H -2.965 2.240 -0.036
H -1.450 2.460 -0.116
*
```

<S²> = 0.7508
energy above the lowest of the compared OMol25 structures with the same formula, charge and spin = 0.9348 eV
orbital gap (spin up / spin down) = 2.72 / 9.32 eV
HOMO energy (spin up / spin down) = 1.4 / -5.3 eV
lowest unoccupied orbital energy (spin up / spin down) = 4.12 / 4.05 eV

=====

No. 2
ORCA calculation (wB97M-V/def2-TZVPD) on a single C6H13N molecule.

ORCA input file:
```
! RIJCOSX wB97M-V def2-TZVPD def2/J DEFGRID3
* xyz 0 1
C -1.783 -1.266 1.680
C -1.383 0.135 1.166
C 0.092 0.471 1.312
C 0.989 -0.009 0.191
C 0.940 0.295 -1.149
C 2.111 0.815 -1.945
N -0.257 0.112 -1.843
H -2.844 -1.357 1.978
H -1.305 -1.540 2.623
H -1.603 -2.057 0.938
H -2.077 0.733 1.803
H -1.702 0.271 0.149
H 0.096 1.548 1.532
H 0.633 0.176 2.239
H 1.860 -0.594 0.471
H 2.207 0.403 -2.970
H 1.966 1.877 -2.154
H 3.064 0.536 -1.508
H -0.838 -0.689 -1.663
H -0.166 0.140 -2.850
*
```

energy above the lowest of the compared OMol25 structures with the same formula, charge and spin = 2.0153 eV
orbital gap = 8.04 eV
HOMO energy = -7.1 eV
lowest unoccupied orbital energy = 0.92 eV
structure (SMILES) = CCC/C=C(/C)N

=====

The records above yield strongest force on any atom values of 1.5, 2.9 eV/Å, respectively.